a | A single C3H3N3OS molecule, computed with ωB97M-V with the def2-TZVPD basis set.

Positions of all 11 atoms, in Å:
H -0.554 -2.585 0.024
N 0.404 -2.307 0.011
C 0.503 -1.062 -0.084
N 1.745 -0.386 -0.075
C 1.479 0.859 -0.045
C 0.001 1.211 -0.070
O -0.521 2.289 -0.037
N -0.550 -0.076 -0.135
S -2.295 -0.360 -0.089
H 2.271 1.613 -0.014
H -2.485 0.804 0.516

Computed properties:
Multiplicity: 1
SMILES: [H]/N=C1/N=CC(=O)N1S
LUMO energy in eV: -0.922
HOMO in eV: -9.70
Net charge: 0

---

b | A single C3H3N3OS molecule, computed with ωB97M-V with the def2-TZVPD basis set.

Positions of all 11 atoms, in Å:
H -2.330 0.164 0.824
N -1.597 -0.208 1.459
C -0.502 -0.275 0.856
N 0.582 -0.826 1.654
N 1.709 -1.078 1.270
O 2.062 -0.766 -0.126
C 1.152 -0.157 -0.888
C -0.108 0.122 -0.492
S -1.254 0.857 -1.602
H 1.518 0.049 -1.880
H -1.231 2.118 -1.076

Computed properties:
Multiplicity: 1
SMILES: [H]/N=c1/nnocc1S
LUMO energy in eV: -0.160
HOMO in eV: -9.67
Net charge: 0

---

Least stable structure: b

---

a | 2 unconnected molecules or ions with the total composition C4H4S, computed with ωB97M-V with the def2-TZVPD basis set.

Positions of all 9 atoms, in Å:
C 1.080 0.174 1.296
C 0.024 -0.169 0.830
C 1.262 1.263 -2.123
C -1.323 -0.419 0.292
S 2.057 0.020 -2.549
H 2.005 0.204 1.609
H -1.592 0.628 0.014
H -1.996 -0.668 1.160
H -1.515 -1.032 -0.529

Computed properties:
Multiplicity: 1
LUMO energy in eV: -0.006
HOMO in eV: -9.86
Net charge: 0

---

b | A single C4H4S molecule, computed with ωB97M-V with the def2-TZVPD basis set.

Positions of all 9 atoms, in Å:
C -0.424 -0.929 -0.973
C 0.134 0.097 -0.018
C 1.154 0.898 0.413
C -0.048 0.887 1.189
S -1.073 1.500 2.721
H -1.086 -1.562 -0.486
H 0.300 -1.347 -1.598
H -1.165 -0.535 -1.549
H 2.207 0.991 0.302

Computed properties:
Multiplicity: 1
SMILES: Cc1cc1=S
LUMO energy in eV: 0.469
HOMO in eV: -7.91
Net charge: 0

---

Least stable structure: a

---

a | A molecular structure, C5H10NS, computed with ωB97M-V with the def2-TZVPD basis set.

Positions of all 17 atoms, in Å:
C 0.804 0.036 -0.412
C 1.386 0.670 0.888
C -0.341 0.877 -0.480
C -1.437 1.195 -1.395
C 0.234 -1.425 -0.015
N -0.291 -1.490 1.215
S -0.239 1.503 1.171
H 1.298 0.063 -1.333
H 2.244 1.488 0.831
H -1.391 2.275 -1.471
H -2.432 0.899 -1.093
H -1.133 0.623 -2.345
H 0.999 -2.251 0.065
H 1.753 0.089 1.597
H -0.514 -1.872 -0.619
H -1.217 -1.285 1.351
H 0.277 -1.395 2.046

Computed properties:
Multiplicity: 1
LUMO energy in eV: -5.474
HOMO in eV: -13.69
Net charge: +1

---

b | A gas-phase ion, C5H10NS (charge +1), computed with ωB97M-V with the def2-TZVPD basis set.

Positions of all 17 atoms, in Å:
C -0.617 -0.094 -1.206
C 0.334 0.662 -0.664
C -1.744 -0.881 -0.571
C 0.395 1.022 0.661
C -0.774 -1.471 0.373
N 1.642 1.831 1.118
S 0.500 -2.565 0.099
H -0.493 -0.394 -2.231
H 1.112 1.122 -1.330
H -2.640 -0.366 -0.258
H -2.138 -1.641 -1.278
H -0.314 0.962 1.404
H -0.769 -1.145 1.412
H 1.217 2.748 1.303
H 2.317 1.831 0.304
H 1.991 1.349 1.927
H -0.020 -2.971 -1.064

Computed properties:
Multiplicity: 1
LUMO energy (spin up / spin down) in eV: -4.583 / -3.863
HOMO (spin up / spin down) in eV: -10.57 / -11.25
Net charge: +1

---

Least stable structure: b

---

a | A gas-phase ion, C5H10NS (charge +1), computed with ωB97M-V with the def2-TZVPD basis set.

Positions of all 17 atoms, in Å:
C -1.546 -0.230 0.167
C -1.184 1.189 -0.305
C -0.310 -1.068 -0.164
C 0.326 1.287 0.303
C 2.063 -0.475 0.175
N 0.750 -0.131 0.165
S 3.858 0.182 0.049
H -1.638 -0.181 1.232
H -2.487 -0.787 -0.198
H -0.979 1.299 -1.323
H -1.915 1.945 0.008
H -0.036 -2.104 0.249
H -0.211 -0.912 -1.252
H 0.979 1.933 -0.358
H 0.561 1.396 1.391
H 2.264 -1.516 0.209
H 4.496 -0.930 -0.012

Computed properties:
Multiplicity: 1
LUMO energy (spin up / spin down) in eV: -4.810 / -4.809
HOMO (spin up / spin down) in eV: -14.41 / -14.41
Net charge: +1

---

b | A gas-phase ion, C5H10NS (charge +1), computed with ωB97M-V with the def2-TZVPD basis set.

Positions of all 17 atoms, in Å:
C 0.230 -1.783 0.342
C 0.093 -0.391 0.839
C -1.001 0.444 0.284
C -2.195 0.098 -0.571
S -1.963 -0.985 -1.692
N 0.290 0.498 -0.346
C 1.417 1.483 -0.169
H 1.144 -2.003 -0.160
H -0.627 -2.036 -0.372
H 0.153 -2.558 1.070
H 0.598 0.016 1.783
H -0.959 1.235 1.092
H -3.048 0.923 -0.545
H 0.544 0.045 -1.264
H 1.376 1.787 0.918
H 2.395 0.870 -0.338
H 1.553 2.357 -0.869

Computed properties:
Multiplicity: 1
SMILES: C[C@@H]1[C@H](C=S)[N@H+]1C
LUMO energy in eV: -4.982
HOMO in eV: -13.13
Net charge: +1

---

Least stable structure: b

---

a | 5 unconnected molecules or ions with the total composition C5H15N5O10, computed with ωB97M-V with the def2-TZVPD basis set.

Positions of all 35 atoms, in Å:
C 8.759 18.966 -15.848
N 9.829 18.015 -16.179
O 10.178 17.253 -15.290
O 10.357 18.078 -17.258
H 9.118 19.717 -15.143
H 7.926 18.322 -15.567
H 8.482 19.518 -16.746
C 13.510 14.389 -10.397
N 14.223 13.145 -9.992
O 15.360 12.898 -10.484
O 13.714 12.408 -9.086
H 13.298 14.894 -9.455
H 12.621 14.099 -10.957
H 14.208 15.116 -10.812
C 12.991 20.200 -12.559
N 13.822 20.650 -13.715
O 14.665 19.776 -14.080
O 13.723 21.788 -14.189
H 12.016 20.685 -12.603
H 13.458 20.278 -11.577
H 12.786 19.162 -12.822
C 8.349 19.350 -9.724
N 9.501 18.399 -9.546
O 9.491 17.365 -10.265
O 10.314 18.647 -8.680
H 7.411 18.897 -9.404
H 8.374 19.734 -10.744
H 8.481 20.202 -9.059
C 4.858 22.990 -3.672
N 5.789 22.778 -4.799
O 5.594 21.801 -5.494
O 6.489 23.636 -5.142
H 5.421 23.341 -2.808
H 4.291 22.061 -3.614
H 4.244 23.812 -4.041

Computed properties:
Multiplicity: 1
SMILES: C[N+](=O)[O-].C[N+](=O)[O-].C[N+](=O)[O-].C[N+](=O)[O-].C[N+](=O)[O-]
LUMO energy in eV: -0.340
HOMO in eV: -10.82
Net charge: 0

---

b | 5 unconnected molecules or ions with the total composition C5H15N5O10, computed with ωB97M-V with the def2-TZVPD basis set.

Positions of all 35 atoms, in Å:
C 0.015 2.455 -15.839
N 0.894 3.489 -15.221
O 2.079 3.460 -15.490
O 0.373 4.289 -14.473
H 0.615 1.933 -16.574
H -0.834 2.953 -16.293
H -0.292 1.789 -15.038
C 1.519 7.105 -13.178
N 0.375 8.057 -13.076
O 0.604 9.234 -13.313
O -0.718 7.617 -12.785
H 1.336 6.304 -12.468
H 2.405 7.679 -12.943
H 1.509 6.677 -14.174
C 1.774 11.781 -11.313
N 0.463 12.340 -11.760
O 0.462 13.108 -12.702
O -0.519 11.972 -11.153
H 2.557 12.382 -11.757
H 1.788 10.755 -11.667
H 1.764 11.868 -10.232
C -2.112 11.231 -13.757
N -2.905 11.288 -15.026
O -2.750 10.400 -15.834
O -3.665 12.229 -15.167
H -1.957 10.179 -13.550
H -2.705 11.736 -13.005
H -1.199 11.784 -13.946
C 4.450 5.059 -17.346
N 3.978 5.970 -16.282
O 2.790 6.221 -16.245
O 4.810 6.416 -15.523
H 3.813 4.182 -17.362
H 5.473 4.791 -17.108
H 4.395 5.578 -18.299

Computed properties:
Multiplicity: 1
SMILES: C[N+](=O)[O-].C[N+](=O)[O-].C[N+](=O)[O-].C[N+](=O)[O-].C[N+](=O)[O-]
LUMO energy in eV: -0.178
HOMO in eV: -10.35
Net charge: 0

---

Least stable structure: a

---

a | A single C4H7NO3 molecule, computed with ωB97M-V with the def2-TZVPD basis set.

Positions of all 15 atoms, in Å:
C 0.129 0.135 2.350
C 0.616 0.330 0.947
O 0.989 1.357 0.462
O 0.623 -0.862 0.284
C 0.748 -0.945 -1.097
O 1.465 -1.765 -1.572
C -0.163 -0.015 -1.883
N -1.388 0.409 -1.246
H -0.826 -0.372 2.355
H 0.830 -0.488 2.885
H 0.058 1.100 2.849
H 0.434 0.888 -2.124
H -0.401 -0.528 -2.825
H -1.239 1.132 -0.557
H -1.877 -0.378 -0.828

Computed properties:
Multiplicity: 1
SMILES: CC(=O)OC(=O)CN
LUMO energy in eV: 0.683
HOMO in eV: -9.82
Net charge: 0

---

b | A single C4H7NO3 molecule, computed with ωB97M-V with the def2-TZVPD basis set.

Positions of all 15 atoms, in Å:
C -0.890 1.728 -0.046
C -0.532 0.467 0.080
C -0.828 -0.631 -0.827
N -0.040 -1.059 -1.741
O 0.813 -0.081 -2.274
C 0.489 -0.021 1.244
O -0.305 -0.659 2.201
O 1.495 -0.815 0.763
H -1.525 2.051 -0.857
H -0.606 2.470 0.682
H -1.586 -1.344 -0.523
H 1.145 -0.479 -3.089
H 0.938 0.891 1.660
H 0.254 -1.186 2.784
H 1.178 -1.333 -0.054

Computed properties:
Multiplicity: 1
SMILES: C=C(/C=N\O)C(O)O
LUMO energy in eV: 0.716
HOMO in eV: -10.20
Net charge: 0

---

Least stable structure: b

---

a | A single C4H7NO3 molecule, computed with ωB97M-V with the def2-TZVPD basis set.

Positions of all 15 atoms, in Å:
C 2.110 0.730 -0.097
C 1.426 -0.585 -0.098
N 0.167 -0.811 -0.218
O -0.472 -1.884 -0.169
O -0.684 0.440 -0.503
C -2.066 0.320 -0.436
C -2.796 -0.605 0.443
O -2.796 0.867 0.562
H 1.448 1.439 -0.554
H 3.142 0.635 -0.687
H 2.312 1.127 0.918
H 2.141 -1.454 0.018
H -2.496 0.634 -1.449
H -3.743 -1.031 0.115
H -2.082 -1.085 1.141

Computed properties:
Multiplicity: 1
SMILES: C/C=[N+](/[O-])O[C@H]1CO1
LUMO energy in eV: 0.833
HOMO in eV: -9.23
Net charge: 0

---

b | A single C4H7NO3 molecule, computed with ωB97M-V with the def2-TZVPD basis set.

Positions of all 15 atoms, in Å:
O 2.500 1.455 -0.255
C 1.311 0.822 -0.825
C -0.042 0.938 0.067
O -0.768 -0.011 -0.792
C -1.607 -0.844 -0.088
C -0.918 -1.637 0.803
N -0.003 -1.018 1.542
O -0.049 0.249 1.402
H 2.430 1.000 0.581
H 1.192 1.251 -1.739
H 1.500 -0.156 -1.220
H -0.264 1.963 0.229
H -2.240 -0.028 0.368
H -2.343 -1.320 -0.810
H -0.699 -2.664 0.739

Computed properties:
Multiplicity: 1
SMILES: OC[C@H]1OCC=NO1
LUMO energy in eV: 0.786
HOMO in eV: -9.45
Net charge: 0

---

c | 2 unconnected molecules or ions with the total composition C4H7NO3, computed with ωB97M-V with the def2-TZVPD basis set.

Positions of all 15 atoms, in Å:
C 0.390 1.524 -0.530
N 1.045 1.526 -1.629
O 0.660 1.323 -2.773
O 2.420 1.806 -1.504
H 0.904 1.740 0.383
H -0.662 1.325 -0.573
H 2.779 1.826 -2.409
C 0.794 -0.619 1.976
C -0.189 -0.631 1.292
O -1.259 -0.713 0.554
C -1.993 -1.918 0.662
H 1.686 -0.519 2.518
H -1.346 -2.792 0.526
H -2.741 -1.891 -0.130
H -2.488 -1.989 1.635

Computed properties:
Multiplicity: 1
SMILES: C=[N+]([O-])O.C#COC
LUMO energy in eV: 0.832
HOMO in eV: -8.96
Net charge: 0

---

d | 2 unconnected molecules or ions with the total composition C4H7NO3, computed with ωB97M-V with the def2-TZVPD basis set.

Positions of all 15 atoms, in Å:
H -0.061 -0.453 -1.478
N -0.080 -0.762 -0.508
C -1.113 -0.432 0.142
C -2.261 0.301 -0.360
C -3.302 0.614 0.405
H -1.145 -0.730 1.187
H -2.225 0.596 -1.401
H -3.342 0.327 1.444
H -4.145 1.166 0.026
O 2.292 1.046 -0.740
C 2.898 0.233 -0.106
O 2.400 -0.911 0.341
O 4.180 0.384 0.238
H 1.425 -0.992 0.068
H 4.479 -0.387 0.743

Computed properties:
Multiplicity: 1
SMILES: [H]/N=C\C=C.O=C(O)O
LUMO energy in eV: 0.090
HOMO in eV: -10.33
Net charge: 0

---

Least stable structure: c

---

a | A gas-phase ion, C4H11N2S (charge +1), computed with ωB97M-V with the def2-TZVPD basis set.

Positions of all 18 atoms, in Å:
C -0.480 1.397 -0.626
C -0.128 -0.900 0.576
C -0.212 -2.070 -0.361
C 1.527 0.929 0.829
N -1.773 0.813 -0.527
N 0.510 0.241 -0.094
S -2.019 0.008 1.004
H -0.163 1.694 -1.720
H -0.356 2.290 0.137
H 0.164 -1.075 1.627
H 0.353 -1.932 -1.336
H -1.187 -2.216 -0.767
H 0.014 -3.009 0.248
H 2.518 0.633 0.690
H 1.353 2.016 0.579
H 1.310 0.688 1.913
H -2.379 0.623 -1.310
H 0.949 -0.131 -0.861

Computed properties:
Multiplicity: 3
LUMO energy (spin up / spin down) in eV: -2.938 / -6.630
HOMO (spin up / spin down) in eV: -10.00 / -14.14
Net charge: +1
<S²>: 2.011

---

b | 2 unconnected molecules or ions with the total composition C4H11N2S, computed with ωB97M-V with the def2-TZVPD basis set.

Positions of all 18 atoms, in Å:
C -1.204 0.870 1.586
C -0.678 1.663 -1.364
C 2.192 -1.901 0.582
C 0.235 -0.202 -0.163
N -1.615 -0.492 -1.468
N -0.724 0.252 -1.023
S 0.486 -1.926 -0.062
H -2.052 0.184 1.570
H -0.629 0.662 2.513
H -1.054 1.853 1.061
H 0.099 2.082 -0.774
H -1.597 2.124 -1.239
H -0.403 1.706 -2.373
H 2.901 -1.422 -0.133
H 2.422 -2.947 0.952
H 2.041 -1.370 1.477
H 1.138 0.318 0.056
H -1.558 -1.455 -1.199

Computed properties:
Multiplicity: 3
LUMO energy (spin up / spin down) in eV: -4.353 / -6.789
HOMO (spin up / spin down) in eV: -12.11 / -15.07
Net charge: +1
<S²>: 2.025

---

Least stable structure: b